28
Properties=species:S:1:pos:R:3 method="wB97M-V/def2-TZVPD" orbital_gap_ev=9.1 smiles="O=C(O)[C@H](CO)NC(=O)[C@@H]1CCCN1" relative_energy_kcal_mol=86.7 total_energy_ev=-19690.5292 lumo_energy_ev=0.143 total_charge=0 homo_ev=-8.94
O 3.271 -2.154 -0.607
C 3.080 -0.957 -0.491
O 3.919 0.074 -0.727
C 1.750 -0.407 -0.038
C 2.178 0.671 0.970
O 2.552 1.767 0.185
N 0.873 -1.443 0.400
C -0.559 -1.668 0.313
O -1.147 -2.454 0.940
C -1.268 -0.677 -0.566
C -1.127 0.897 -0.182
C -2.683 1.266 0.120
C -3.417 0.086 -0.700
N -2.610 -1.064 -0.441
H 3.441 0.852 -0.258
H 1.213 0.100 -0.906
H 1.288 1.024 1.501
H 3.001 0.201 1.601
H 3.012 2.430 0.680
H 1.480 -2.241 0.382
H -0.655 -0.644 -1.434
H -0.497 1.427 -0.873
H -0.629 0.761 0.810
H -3.068 1.271 1.146
H -2.937 2.253 -0.319
H -4.379 0.024 -0.263
H -3.320 -0.010 -1.798
H -2.760 -1.384 0.553